# C52H118N8O23

13 unconnected molecules or ions with the total composition C52H118N8O23 at a distorted geometry (ωB97M-V with the def2-TZVPD basis set, the Open Molecules 2025 dataset).

The geometry in XYZ format:
```
201
Properties=species:S:1:pos:R:3:lowdin_charge:R:1
O 9.38321 15.77892 14.93138 -0.18
O 13.30942 12.28730 15.81829 0.08
O 17.51354 19.32092 17.22689 0.16
O 17.98717 18.59825 15.16824 0.06
O 16.49064 7.16361 14.42580 0.12
O 13.07190 13.93439 14.29976 0.08
O 14.86139 7.97237 13.10003 0.15
O 16.27808 9.29328 14.15943 0.04
O 17.42515 8.53455 18.44456 0.04
O 20.62811 14.58531 17.93363 -0.21
O 19.54567 8.44549 17.61045 0.14
O 19.05119 9.90461 19.17319 0.10
O 19.54852 19.63392 16.31774 0.10
O 16.52214 18.95250 8.55562 -0.17
O 14.54965 12.39057 22.11055 -0.22
O 24.09989 9.84015 15.71186 -0.18
O 20.62439 11.04562 14.28250 0.12
O 21.80074 12.84148 14.78723 0.03
O 13.57803 20.38557 16.18766 -0.18
O 22.46269 11.61117 13.05880 0.08
O 13.12604 14.34571 16.50003 0.11
O 16.48275 16.07785 14.13693 -0.19
O 17.07868 12.65134 11.00249 -0.21
N 14.97146 18.81554 19.10280 0.06
N 19.70321 13.81662 10.64054 0.04
N 17.35362 15.57214 8.77478 0.02
N 14.64504 15.45606 20.01352 0.03
N 23.85128 8.84905 12.90140 0.02
N 16.30030 14.54115 17.57186 0.06
N 18.07855 16.79181 19.24993 0.07
N 9.88931 18.97092 16.57809 0.04
C 23.31889 10.27520 16.80546 -0.10
C 13.59136 11.65956 14.50910 -0.03
C 15.51326 16.71889 13.38817 -0.11
C 16.71729 16.74056 8.10768 -0.39
C 19.50806 14.96578 18.72584 -0.22
C 18.84224 6.86078 14.75024 -0.02
C 20.49886 17.26285 18.95823 -0.06
C 17.87314 10.28537 19.97310 -0.29
C 14.15284 13.47108 21.26838 -0.20
C 16.09351 15.88837 15.52783 -0.13
C 19.01089 18.85347 14.24608 -0.11
C 20.15693 19.17409 15.10402 -0.35
C 17.59189 13.68773 11.87350 -0.18
C 15.80727 16.22989 6.92694 -0.06
C 14.06416 12.82452 12.33536 0.00
C 18.74815 8.97005 18.33572 -0.59
C 19.29768 16.45952 18.53332 -0.46
C 16.11546 15.07850 21.96446 -0.05
C 22.76650 6.79392 13.80952 -0.08
C 15.90367 19.93867 9.29554 -0.15
C 19.50863 14.70933 12.96903 -0.05
C 21.55777 11.76640 14.04410 -0.60
C 23.04718 8.28138 14.02683 -0.42
C 22.89751 13.58913 14.21336 -0.07
C 15.99845 17.69545 9.00031 -0.21
C 16.76587 9.35589 19.50316 -0.04
C 9.50623 18.15744 15.41289 -0.42
C 16.80591 14.71217 16.18221 -0.40
C 14.03150 20.37743 17.47225 -0.22
C 15.29965 14.42941 20.83281 -0.42
C 17.62867 11.72814 19.70442 -0.04
C 16.60058 13.41640 15.47375 -0.03
C 14.30172 12.57791 23.51846 -0.10
C 23.55424 12.57993 13.25335 -0.27
C 9.46091 14.43564 15.29900 -0.10
C 14.43697 20.05103 15.13668 -0.11
C 24.02054 13.23185 11.95266 -0.02
C 23.80877 8.54390 15.35059 -0.24
C 13.11036 17.99116 17.76205 -0.03
C 13.14610 12.72534 13.51081 -0.30
C 17.16426 11.30840 11.50958 -0.08
C 15.82594 8.08314 13.79137 -0.63
C 19.15584 13.66875 11.96812 -0.44
C 9.60132 16.74554 15.94157 -0.22
C 14.38052 18.92846 17.82586 -0.46
C 20.97095 13.18398 17.84837 -0.08
C 13.16698 13.55856 15.59447 -0.68
C 10.41596 18.33477 14.17049 -0.04
C 21.05184 18.01107 15.28963 -0.03
C 17.63647 9.14869 14.49385 -0.11
C 17.72840 7.75051 15.06247 -0.26
C 18.26543 19.21743 16.32172 -0.57
H 16.83431 12.07382 20.45670 0.10
H 23.17751 8.94444 12.15037 0.06
H 17.56036 17.28194 7.59475 0.15
H 13.64799 12.97978 20.42031 0.13
H 20.52540 17.03514 15.61134 0.12
H 14.53426 16.27851 13.55106 0.09
H 19.73536 14.62225 19.79337 0.15
H 16.33176 16.80796 16.04590 0.11
H 19.21021 15.61996 12.49073 0.07
H 12.62461 17.98922 16.69749 0.09
H 19.44298 12.63731 12.30345 0.13
H 14.97544 11.83806 24.02028 0.10
H 15.51452 19.88695 15.32725 0.08
H 23.32883 8.07885 16.21942 0.12
H 22.52035 14.47566 13.66571 0.12
H 16.05026 13.86142 20.27084 0.09
H 15.02766 15.74551 15.49691 0.10
H 16.22624 10.85117 11.77328 0.06
H 23.71375 9.81039 17.72889 0.10
H 14.93543 15.67922 7.24565 0.07
H 17.19455 14.60136 11.51214 0.10
H 15.84642 19.29971 19.08660 0.05
H 24.62790 12.55656 11.32699 0.09
H 16.06542 20.93466 8.92886 0.09
H 15.20692 17.84278 19.32167 0.05
H 17.56509 7.79560 16.10117 0.11
H 16.16708 19.80858 10.32073 0.07
H 17.27827 13.30202 14.59631 0.07
H 23.62222 13.88394 14.97683 0.14
H 13.24937 12.19272 23.68661 0.10
H 18.23463 10.19029 21.00678 0.16
H 8.76490 14.20976 16.08101 0.08
H 13.26347 20.80992 18.07739 0.12
H 16.75502 14.75251 9.02324 0.09
H 17.85255 14.89876 16.16660 0.11
H 22.28131 6.66608 12.80443 0.09
H 20.77645 14.00988 10.65921 0.10
H 15.82402 16.64161 12.31516 0.09
H 8.47224 18.32639 15.09955 0.14
H 9.64224 19.93745 16.36054 0.07
H 13.35219 17.01693 18.10230 0.03
H 16.89948 15.75876 21.64749 0.06
H 17.12632 13.51905 12.84494 0.07
H 12.97654 10.78442 14.45447 0.13
H 17.63117 10.76139 10.68123 0.09
H 16.63966 12.52369 16.14179 0.09
H 13.70711 13.70434 11.73554 0.12
H 18.11252 15.21501 8.16820 0.08
H 22.19640 6.35087 14.66637 0.08
H 8.87926 16.62923 16.73147 0.12
H 18.29874 9.17999 13.66914 0.11
H 24.41263 12.10540 13.64553 0.13
H 24.72908 7.90874 15.24962 0.14
H 15.83602 9.86614 19.20280 0.14
H 14.61274 11.32191 14.67851 0.12
H 15.10258 13.01674 12.66702 0.08
H 16.53064 14.28573 22.61220 0.08
H 19.76633 7.32743 15.21473 0.10
H 15.48594 13.90022 17.53889 0.08
H 13.31459 13.98580 21.77173 0.13
H 14.87318 17.65243 8.85716 0.14
H 15.50124 15.70993 22.64324 0.08
H 23.37461 11.38807 16.81235 0.08
H 19.08906 16.56415 17.43217 0.13
H 16.20627 17.49447 10.04724 0.10
H 17.44109 15.98092 19.13974 0.04
H 21.73478 18.31534 16.05794 0.08
H 14.30040 20.81823 14.37924 0.09
H 12.08708 12.50090 13.20775 0.17
H 10.46898 14.13111 15.57176 0.07
H 10.57080 16.74387 16.47427 0.12
H 17.33565 12.11506 18.66783 0.10
H 19.17904 17.84359 13.78327 0.14
H 19.03468 6.77334 13.69253 0.09
H 16.50788 8.65682 20.22797 0.10
H 24.69936 8.27104 12.62148 0.10
H 21.48882 17.03786 18.56474 0.07
H 9.17339 13.90726 14.35729 0.10
H 20.27099 18.34598 18.75739 0.08
H 10.52011 19.42316 13.99386 0.08
H 24.53549 14.16508 12.09897 0.08
H 15.45651 17.11137 6.40538 0.07
H 21.15400 12.79393 18.87209 0.09
H 14.78859 19.80698 9.39935 0.10
H 16.30972 15.59881 6.25297 0.05
H 22.11593 8.87676 13.95425 0.12
H 17.59860 17.55982 18.82467 0.03
H 14.16939 19.09980 14.64427 0.07
H 20.54041 14.78865 13.30033 0.05
H 17.93247 9.96098 15.20866 0.15
H 18.70653 19.58033 13.51404 0.14
H 12.38940 18.44827 18.46963 0.09
H 20.55239 17.23308 20.07958 0.09
H 15.53405 17.78148 13.53836 0.06
H 15.99873 15.43494 17.97630 0.05
H 18.76081 5.93191 15.22531 0.08
H 14.35434 13.52715 23.91796 0.05
H 21.83912 13.03893 17.20708 0.05
H 15.49106 13.36553 15.19279 0.09
H 22.25314 9.93476 16.70360 0.10
H 17.91054 11.17401 12.36783 0.10
H 23.15243 13.48293 11.33551 0.07
H 19.29962 14.67292 10.21681 0.05
H 18.86268 14.66948 13.87691 0.08
H 20.72305 20.02294 14.78089 0.15
H 14.03638 15.01791 19.33046 0.06
H 14.90128 21.00857 17.58297 0.12
H 23.65814 6.19726 13.84691 0.06
H 18.56460 14.40929 18.42524 0.10
H 11.38313 17.92105 14.33460 0.05
H 9.95305 17.84713 13.35286 0.06
H 15.00171 18.65155 16.95250 0.10
H 10.91839 19.01352 16.72497 0.05
H 18.65061 12.21462 19.91703 0.10
H 14.07625 16.03790 20.64151 0.10
H 20.15068 12.61075 17.37668 0.09
H 14.09581 11.91981 11.80720 0.07
H 21.65982 17.76711 14.36893 0.11
```

Calculated total energy ... -4220.4772 Ha
Net charge ... 0
Energy above the lowest of the compared OMol25 structures with the same formula, charge and spin ... 130.7 kJ/mol
HOMO ... -8.64 eV
Frontier orbital gap ... 8.893 eV

***

# C52H120F2N2O5P3S2

5 unconnected molecules or ions with the total composition C52H120F2N2O5P3S2 at a distorted geometry (ωB97M-V with the def2-TZVPD basis set, the Open Molecules 2025 dataset).

The geometry in XYZ format:
```
186
Properties=species:S:1:pos:R:3:lowdin_charge:R:1
S -12.89096 -20.80771 6.24018 0.49
S -14.10031 -21.60770 8.31946 0.45
P -20.08434 -20.41073 6.22690 0.99
P -12.18977 -18.06428 10.34012 1.02
P -11.07353 -28.64493 3.68854 1.00
F -13.57160 -22.15775 9.73155 -0.19
F -11.71856 -21.52657 5.43141 -0.18
O -13.13716 -26.28792 8.17055 -0.20
O -12.39887 -19.49462 6.42763 -0.24
O -14.50677 -20.26715 8.59453 -0.27
O -14.02557 -21.03311 5.42402 -0.25
O -15.11065 -22.53402 7.94974 -0.27
N -12.72094 -21.76167 7.56495 -0.32
N -11.27942 -24.26363 7.75949 0.23
C -17.58141 -24.59482 4.21602 -0.11
C -12.19841 -27.46977 4.45407 -0.27
C -17.85752 -23.86387 5.52508 -0.25
C -11.28145 -25.08902 9.03913 -0.29
C -9.47711 -21.09879 9.37762 -0.27
C -7.02260 -27.76349 1.52109 -0.09
C -8.27365 -28.93827 3.43514 -0.25
C -11.97895 -19.60752 13.53276 -0.27
C -13.24852 -25.19907 4.55981 -0.26
C -10.81405 -30.09187 6.08215 -0.25
C -8.30066 -21.78885 10.05187 -0.09
C -11.84408 -29.84685 8.37925 -0.10
C -15.57098 -17.60613 5.78829 -0.10
C -11.12938 -19.23442 9.45245 -0.25
C -12.09866 -30.04730 6.88572 -0.27
C -12.84733 -20.01888 12.36176 -0.24
C -14.21262 -31.66999 1.13186 -0.10
C -11.05880 -16.97045 11.22538 -0.27
C -11.54863 -28.96201 1.97866 -0.26
C -20.42981 -19.66140 7.81866 -0.27
C -9.40950 -27.96963 3.64659 -0.29
C -17.62984 -19.09061 5.83519 -0.25
C -9.81514 -14.27863 12.21694 -0.10
C -10.65661 -15.21481 13.06032 -0.25
C -18.79564 -22.69298 5.29344 -0.25
C -23.79907 -23.96995 5.12224 -0.09
C -11.72481 -20.78069 14.47238 -0.10
C -22.32727 -22.00921 5.74560 -0.26
C -13.54841 -23.89704 3.83227 -0.08
C -16.88914 -17.96302 5.11924 -0.25
C -10.10381 -20.01536 10.25341 -0.23
C -19.03476 -19.27107 5.28034 -0.26
C -12.13935 -16.39458 8.09586 -0.24
C -14.53807 -26.16870 7.94502 -0.07
C -13.05902 -17.02962 9.15124 -0.25
C -7.00136 -28.21569 2.98862 -0.26
C -10.99414 -30.22180 4.57002 -0.24
C -13.32120 -18.85536 11.48797 -0.25
C -21.86676 -18.14094 9.95508 -0.10
C -22.92905 -22.82710 4.61599 -0.27
C -12.93161 -29.59109 1.77453 -0.24
C -10.70704 -24.29697 10.18223 -0.03
C -11.68240 -15.97550 12.21660 -0.24
C -12.83485 -31.07304 1.43951 -0.26
C -19.10820 -21.89875 6.55398 -0.26
C -21.51737 -20.81273 5.22736 -0.25
C -12.13143 -26.03845 3.93504 -0.23
C -12.70392 -25.54679 9.28358 -0.19
C -21.39746 -20.40070 8.76839 -0.23
C -12.89688 -15.43971 7.20242 -0.25
C -21.62373 -19.66037 10.07778 -0.25
C -12.02321 -14.87676 6.07608 -0.08
H -15.03727 -16.88260 5.17281 0.08
H -11.00073 -19.30225 13.13940 0.10
H -15.07415 -26.35304 8.88266 0.10
H -10.14438 -29.26018 6.34599 0.11
H -11.13917 -30.62176 8.71276 0.08
H -19.67945 -22.49617 7.27170 0.10
H -23.15085 -24.71860 5.58159 0.08
H -16.94780 -25.48072 4.31864 0.06
H -14.10558 -19.22881 10.81186 0.08
H -13.69891 -24.13556 2.77399 0.09
H -21.72549 -22.67744 6.37269 0.10
H -10.49931 -16.42253 10.46166 0.09
H -24.40537 -24.45360 4.36162 0.08
H -17.53371 -17.09407 4.96678 0.12
H -6.74034 -27.38952 3.65970 0.11
H -10.17871 -30.74139 4.06121 0.10
H -9.96333 -15.92647 13.51861 0.11
H -11.65643 -17.17902 7.51047 0.09
H -17.01433 -23.96540 3.52193 0.07
H -11.15808 -25.57610 4.11370 0.12
H -14.15233 -25.82078 4.56952 0.11
H -10.61381 -25.90939 8.77512 0.16
H -8.67390 -22.35964 10.90432 0.07
H -19.01217 -19.72056 4.28398 0.10
H -6.13530 -28.87304 3.09462 0.12
H -7.92247 -27.23495 1.20900 0.06
H -20.98868 -21.38980 9.00080 0.11
H -12.68462 -29.17656 6.56166 0.08
H -20.93860 -17.57471 10.00192 0.07
H -12.02835 -24.64657 7.16692 0.12
H -14.81568 -25.13935 7.67785 0.08
H -10.31840 -17.61220 11.71213 0.09
H -22.50133 -17.83709 10.78542 0.08
H -9.34667 -14.79493 11.37561 0.07
H -10.39321 -24.40748 7.28159 0.17
H -10.25477 -21.83947 9.15401 0.06
H -11.90518 -30.78546 4.35165 0.10
H -10.71200 -29.43672 1.46412 0.11
H -11.33451 -15.86997 8.61942 0.11
H -18.31649 -24.59005 6.20388 0.12
H -11.86015 -19.91289 9.00082 0.06
H -11.18987 -20.44801 15.36432 0.08
H -10.22230 -30.93730 6.45328 0.13
H -14.48602 -23.41861 4.10357 0.06
H -18.48862 -24.92662 3.70848 0.08
H -9.33032 -19.34769 10.63732 0.12
H -10.69200 -18.65566 8.63888 0.10
H -14.95423 -18.49381 5.93675 0.05
H -13.07444 -25.00905 5.62357 0.07
H -13.75864 -15.92091 6.73653 0.07
H -8.05460 -29.46107 4.37102 0.12
H -12.34519 -18.75879 14.11111 0.12
H -11.52375 -23.26211 7.80694 0.09
H -7.84309 -22.49730 9.35693 0.08
H -19.60768 -18.34059 5.28420 0.11
H -10.39876 -13.44773 11.81534 0.08
H -23.10345 -21.65611 6.42913 0.11
H -12.74645 -30.08135 8.94132 0.08
H -8.47744 -29.71665 2.69376 0.12
H -11.11340 -21.53980 13.98310 0.07
H -9.37256 -27.18966 2.87405 0.10
H -13.87631 -18.10250 12.05231 0.11
H -14.88740 -31.79039 1.97693 0.08
H -14.11923 -32.61961 0.60416 0.08
H -15.68634 -17.15363 6.77781 0.07
H -11.44259 -14.01169 6.39532 0.08
H -13.34526 -24.66962 9.44833 0.13
H -6.14773 -27.13788 1.34876 0.08
H -13.89652 -17.55397 8.68843 0.09
H -12.25810 -31.15554 0.51709 0.12
H -12.72904 -23.19405 3.95685 0.06
H -12.69083 -26.11737 10.21969 0.15
H -11.07463 -23.27111 10.20362 0.07
H -10.94521 -24.77819 11.13121 0.11
H -22.43234 -17.91212 9.05026 0.08
H -6.87850 -28.64530 0.89476 0.08
H -10.55601 -20.52266 11.10492 0.09
H -22.09168 -23.25776 4.04789 0.10
H -18.23627 -22.04715 4.59749 0.12
H -19.68542 -22.98134 4.72896 0.11
H -12.36394 -16.54736 12.85424 0.09
H -20.88123 -19.86207 10.85025 0.11
H -21.17744 -20.94834 4.19872 0.11
H -11.36961 -28.91009 8.66590 0.06
H -22.17511 -19.93864 5.22640 0.12
H -12.65256 -14.53624 5.25462 0.08
H -12.29980 -15.26478 11.65678 0.11
H -18.21085 -21.55967 7.07962 0.10
H -14.71609 -31.03400 0.39472 0.08
H -13.47554 -29.02386 1.02034 0.12
H -11.55403 -27.92586 1.60264 0.10
H -13.20980 -27.84690 4.27086 0.10
H -13.47670 -16.24049 9.78953 0.11
H -24.48606 -23.59223 5.88340 0.08
H -8.98495 -13.85297 12.78029 0.08
H -9.27792 -27.36029 4.55028 0.11
H -19.45736 -19.47802 8.28828 0.11
H -11.20868 -14.68869 13.83630 0.12
H -13.50964 -29.41303 2.69208 0.10
H -12.39577 -20.80735 11.76158 0.08
H -22.54903 -20.05682 10.50672 0.11
H -17.69215 -18.85992 6.90705 0.11
H -12.64641 -21.21091 14.86696 0.08
H -12.72122 -30.92864 6.73909 0.12
H -13.34855 -14.63196 7.78706 0.12
H -16.66608 -18.28941 4.09616 0.12
H -20.84952 -18.66625 7.63308 0.10
H -11.35088 -15.65100 5.70720 0.07
H -16.90867 -23.50008 5.92424 0.10
H -17.04980 -20.01658 5.78688 0.11
H -22.32090 -20.57928 8.21571 0.10
H -13.77857 -20.47013 12.72104 0.13
H -9.20182 -20.66972 8.40887 0.12
H -12.04522 -27.51246 5.53648 0.09
H -12.35520 -26.02991 2.86423 0.12
H -14.87151 -26.85566 7.17608 0.09
H -7.52383 -21.08653 10.34384 0.09
H -12.38661 -31.65475 2.24594 0.10
H -23.44094 -22.20612 3.87576 0.12
H -9.61646 -24.28007 10.14808 0.09
```

Calculated total energy ... -4558.4705 Ha
Net charge ... +3
HOMO ... -16.20 eV
Frontier orbital gap ... 10.260 eV